DFT (the ωB97M-V functional and the def2-TZVPD basis) results for a 5-piece molecular cluster, C15H30O15 overall at a distorted geometry.

Computed properties:
HOMO level   -10.259 eV
Orbital gap   0.3974 Ha
Molecular weight   450.39 g/mol

Positions of all 60 atoms, in Å:
C: -29.262 -15.476 44.167
O: -28.961 -16.302 45.294
C: -29.207 -15.913 46.532
O: -29.657 -14.820 46.783
O: -29.097 -16.721 47.478
C: -29.255 -16.348 48.883
H: -28.888 -14.434 44.104
H: -30.214 -15.573 43.936
H: -28.839 -16.191 43.313
H: -28.730 -15.473 49.093
H: -29.404 -17.234 49.625
H: -30.365 -16.155 48.995
C: -31.256 -23.748 34.855
O: -30.889 -23.549 36.241
C: -29.598 -23.584 36.621
O: -28.698 -23.792 35.888
O: -29.398 -23.765 38.007
C: -28.102 -23.598 38.493
H: -30.549 -22.934 34.405
H: -32.285 -23.552 34.742
H: -30.947 -24.860 34.384
H: -27.601 -24.289 38.151
H: -28.164 -23.822 39.680
H: -27.757 -22.511 38.454
C: -29.428 -20.095 47.774
O: -28.848 -20.867 46.786
C: -27.683 -21.389 46.731
O: -26.945 -21.131 47.639
O: -27.347 -22.012 45.566
C: -25.976 -22.606 45.366
H: -30.263 -19.541 47.534
H: -28.686 -19.321 47.965
H: -29.506 -20.699 48.724
H: -25.219 -21.861 45.413
H: -25.760 -22.786 44.367
H: -25.699 -23.592 45.846
C: -31.521 -24.318 41.208
O: -31.781 -24.454 42.608
C: -30.666 -24.615 43.378
O: -29.584 -24.551 42.921
O: -31.090 -24.671 44.722
C: -30.075 -24.756 45.717
H: -32.397 -24.189 40.468
H: -30.980 -25.096 40.881
H: -30.933 -23.497 41.089
H: -30.539 -24.769 46.753
H: -29.435 -23.939 45.705
H: -29.404 -25.858 45.378
C: -27.713 -21.850 42.112
O: -28.277 -20.606 41.878
C: -29.550 -20.294 42.146
O: -30.403 -21.264 42.358
O: -29.832 -19.028 41.929
C: -31.102 -18.494 42.244
H: -27.981 -22.445 41.190
H: -28.135 -22.446 42.957
H: -26.711 -21.678 42.381
H: -31.710 -19.185 42.739
H: -31.408 -18.074 41.382
H: -30.878 -17.719 42.891